Density functional theory data (the ωB97M-V functional and the def2-TZVPD basis) for C38H34BiGeN4O2 as an isolated structure.

Properties
- HOMO (eV) = -4.03
- ΔE to the lowest compared entry with this formula, charge and spin (kcal per mole) = 44.59
- max |F| (eV/A) = 0.92
- HOMO-LUMO gap (eV) = 6.37

```
! RIJCOSX wB97M-V def2-TZVPD def2/J DEFGRID3
* xyz -1 1
H 3.42 -8.15 -1.11
H 3.92 -1.26 0.23
H 3.03 -5.08 1.96
C 3.34 -3.21 0.96
C 6.17 3.65 -1.50
H -3.15 0.80 1.33
H -0.79 -7.72 -0.49
C 5.22 4.50 -0.94
C 0.41 -0.23 3.18
N -2.11 0.40 -0.99
C 4.69 -4.02 2.81
H -0.50 -5.27 -0.22
H -3.14 2.14 2.48
O 2.37 0.85 -0.07
C -4.01 -0.17 -2.32
C 0.36 -5.91 -0.40
C 4.61 1.84 -1.34
O 3.05 4.85 -0.01
H 5.46 5.54 -0.76
H -4.78 -0.89 -2.55
N -0.41 0.13 2.12
H -2.81 2.88 -3.13
C 0.19 -7.29 -0.56
H 5.12 -1.81 -3.86
C 4.14 -2.06 0.93
H 0.36 0.21 5.31
H 1.00 -0.94 -4.64
C 2.56 -7.52 -0.91
C 2.31 2.05 -0.46
C -2.92 1.93 -2.62
Bi 0.19 -0.43 0.04
C -3.94 1.06 -2.95
H 0.37 -2.06 -2.53
C 5.86 2.32 -1.71
H 5.80 -1.00 1.77
C 3.63 -4.18 1.91
C -2.01 1.58 -1.62
H 2.29 -0.65 2.22
H 3.71 -5.73 -0.80
H -4.66 1.33 -3.72
H -0.65 3.18 -2.22
C 1.77 -1.37 -4.01
H 1.17 -9.16 -0.94
C 1.62 -5.33 -0.49
C 3.10 -1.30 -4.39
Ge 1.80 -3.37 -0.27
H -2.12 2.20 1.04
C 3.64 2.68 -0.80
C -1.26 1.05 3.98
H 4.89 -4.79 3.54
C 5.20 -1.90 1.81
C 3.71 -2.47 -2.38
H 6.59 1.64 -2.14
C -1.42 0.92 2.63
C 0.13 -2.58 0.18
C 3.96 4.02 -0.59
C 2.71 -6.16 -0.74
C 5.48 -2.88 2.75
N 1.27 2.81 -0.76
H -0.15 -2.88 1.20
H 4.49 -2.88 -1.74
H -1.91 1.61 4.63
C 1.41 -1.99 -2.82
H 3.38 -0.81 -5.31
H 6.30 -2.75 3.45
H 1.46 -2.08 2.81
H 2.23 -0.97 3.95
H 3.46 5.72 0.10
H 4.35 0.80 -1.49
C 1.65 -1.03 3.02
H -3.04 -1.42 -0.84
C -2.51 1.54 1.81
C -0.09 0.32 4.33
C 2.38 -2.54 -1.97
H 7.14 4.04 -1.77
C -3.06 -0.46 -1.35
C 1.29 -8.09 -0.82
C -0.83 2.45 -1.43
N 0.07 2.21 -0.56
C 4.07 -1.86 -3.57
*
```